No. 1
C48H108O36 | ωB97M-V with the def2-TZVPD basis set

Summary:
- HOMO energy (eV) = -9.00
- max |F| (eV/A) = 6.1
- LUMO level (eV) = 0.49
- HOMO-LUMO gap (hartree) = 0.34872
- energy relative to the best compared isomer or geometry (same formula, charge and spin) (kcal/mol) = 42.7
- E_tot (Eh) = -4602.03247

```
! RIJCOSX wB97M-V def2-TZVPD def2/J DEFGRID3
* xyz 0 1
C 2.42 5.09 -1.62
O 1.15 5.83 -1.51
C 0.27 5.46 -0.62
O 0.26 4.45 0.13
O -0.63 6.46 -0.65
C -1.86 6.36 0.11
H 3.09 5.25 -0.79
H 2.89 5.61 -2.46
H 2.30 4.01 -1.79
H -1.83 7.11 0.90
H -2.03 5.37 0.49
H -2.67 6.64 -0.56
C -0.03 -5.80 -4.25
O 1.14 -5.96 -3.41
C 1.69 -4.89 -2.90
O 1.33 -3.78 -3.01
O 2.78 -5.34 -2.32
C 3.69 -4.42 -1.77
H 0.33 -5.63 -5.25
H -0.58 -5.01 -3.80
H -0.56 -6.74 -4.17
H 4.63 -5.04 -1.68
H 3.19 -4.02 -0.87
H 3.85 -3.63 -2.46
C -1.77 0.51 4.13
O -1.09 1.55 4.84
C 0.23 1.58 4.73
O 1.01 0.84 4.13
O 0.67 2.62 5.45
C 2.10 2.84 5.41
H -2.73 0.57 4.59
H -1.33 -0.49 4.22
H -1.97 0.77 3.10
H 2.27 3.67 6.03
H 2.36 3.07 4.36
H 2.57 1.91 5.64
C -7.02 -1.70 3.58
O -6.10 -0.85 4.30
C -5.47 0.10 3.59
O -4.96 0.96 4.15
O -5.56 -0.13 2.27
C -5.06 1.00 1.48
H -7.75 -1.01 3.17
H -7.41 -2.37 4.34
H -6.56 -2.33 2.81
H -5.52 0.96 0.48
H -4.01 0.87 1.46
H -5.34 1.90 2.00
C -5.03 -3.64 -4.46
O -3.76 -3.88 -3.70
C -3.17 -2.78 -3.27
O -3.54 -1.59 -3.39
O -2.11 -3.25 -2.56
C -1.15 -2.16 -2.09
H -5.21 -4.60 -4.98
H -4.79 -2.85 -5.17
H -5.79 -3.36 -3.76
H -1.69 -1.29 -1.76
H -0.50 -1.89 -2.94
H -0.60 -2.68 -1.33
C -0.66 -5.05 -0.11
O -0.71 -4.31 1.08
C -1.55 -3.31 1.33
O -1.56 -2.86 2.45
O -2.38 -3.07 0.33
C -3.44 -2.15 0.62
H -0.21 -4.50 -0.94
H -1.64 -5.45 -0.40
H -0.04 -5.90 0.19
H -4.31 -2.43 0.02
H -3.12 -1.12 0.43
H -3.67 -2.22 1.66
C 3.37 2.53 0.56
O 3.66 2.36 1.95
C 4.72 1.65 2.20
O 5.39 1.03 1.41
O 4.93 1.71 3.51
C 6.15 1.13 4.00
H 3.93 3.40 0.26
H 2.32 2.81 0.52
H 3.60 1.63 0.06
H 6.76 2.00 4.33
H 6.53 0.48 3.19
H 5.89 0.50 4.86
C 1.90 0.57 -2.84
O 3.09 1.38 -2.58
C 4.29 0.79 -2.51
O 4.61 -0.37 -2.77
O 5.13 1.74 -2.07
C 6.52 1.30 -2.07
H 1.56 0.23 -1.88
H 2.26 -0.32 -3.37
H 1.23 1.21 -3.41
H 6.81 1.03 -3.08
H 6.56 0.55 -1.28
H 7.06 2.18 -1.68
C 7.35 -6.75 -1.21
O 6.73 -5.52 -1.43
C 7.67 -4.47 -1.03
C 6.87 -3.19 -1.04
O 6.24 -2.97 0.21
C 5.51 -1.72 0.24
H 6.63 -7.52 -1.44
H 7.66 -6.96 -0.15
H 8.21 -6.99 -1.85
H 8.49 -4.43 -1.75
H 8.03 -4.76 -0.04
H 6.12 -3.23 -1.81
H 7.64 -2.42 -1.28
H 4.70 -1.74 -0.48
H 6.06 -0.83 -0.07
H 5.06 -1.53 1.20
C 2.30 -2.10 3.42
O 3.11 -2.94 2.60
C 3.22 -4.26 2.92
C 4.19 -4.98 1.99
O 4.90 -6.06 2.60
C 4.15 -7.22 2.96
H 2.56 -2.34 4.47
H 1.18 -2.18 3.34
H 2.59 -1.06 3.33
H 2.27 -4.69 3.06
H 3.78 -4.24 3.88
H 4.94 -4.25 1.69
H 3.56 -5.26 1.16
H 3.43 -7.57 2.20
H 3.57 -7.15 3.98
H 4.87 -8.03 2.96
C -0.96 3.54 -3.35
O -0.89 2.30 -2.72
C -2.11 1.53 -2.87
C -2.56 1.32 -4.32
O -1.46 0.74 -5.01
C -1.88 0.34 -6.33
H -0.12 4.14 -2.92
H -1.91 4.02 -3.07
H -0.88 3.52 -4.45
H -2.96 2.15 -2.44
H -2.00 0.64 -2.30
H -2.90 2.24 -4.82
H -3.41 0.61 -4.26
H -2.82 -0.21 -6.29
H -1.03 -0.24 -6.66
H -1.99 1.11 -7.07
C -6.28 0.38 -2.05
O -6.00 1.77 -1.72
C -6.56 2.60 -2.67
C -6.13 4.04 -2.41
O -4.74 4.22 -2.75
C -4.44 5.61 -2.82
H -7.29 0.13 -2.25
H -6.03 -0.21 -1.19
H -5.60 0.09 -2.86
H -7.66 2.54 -2.73
H -6.19 2.39 -3.68
H -6.23 4.36 -1.39
H -6.74 4.67 -3.05
H -4.99 6.17 -2.06
H -4.81 5.95 -3.82
H -3.38 5.64 -2.86
C -4.62 5.35 2.47
O -4.40 3.99 2.61
C -3.73 3.52 3.81
C -2.49 4.32 4.27
O -1.52 4.14 3.28
C -0.26 4.82 3.48
H -3.72 5.99 2.48
H -5.28 5.77 3.24
H -5.00 5.53 1.44
H -3.51 2.49 3.65
H -4.45 3.53 4.63
H -2.06 3.95 5.22
H -2.62 5.36 4.44
H 0.06 4.67 4.52
H -0.36 5.90 3.35
H 0.48 4.49 2.75
C 1.76 -1.61 -0.13
O 0.56 -0.87 -0.12
C 0.33 -0.12 1.06
C -0.25 1.23 0.81
O -1.68 1.10 0.69
C -2.21 2.45 0.51
H 2.65 -0.93 -0.09
H 1.83 -2.05 -1.15
H 1.88 -2.33 0.69
H 1.24 -0.09 1.66
H -0.38 -0.61 1.74
H 0.16 1.57 -0.13
H 0.04 1.94 1.60
H -1.78 2.91 -0.38
H -2.12 3.09 1.35
H -3.23 2.33 0.27
*
```

No. 2
C2H3FO2P | ωB97M-V with the def2-TZVPD basis set

Summary:
- HOMO energy (spin up / spin down) (eV) = -4.45 / -4.45
- max |F| (eV/A) = 4.6
- LUMO level (spin up / spin down) (eV) = 3.47 / 3.47
- HOMO-LUMO gap (spin up / spin down) (hartree) = 0.29103 / 0.29100
- energy relative to the best compared isomer or geometry (same formula, charge and spin) (kcal/mol) = 71.2
- E_tot (Eh) = -669.74252

```
! RIJCOSX wB97M-V def2-TZVPD def2/J DEFGRID3
* xyz -1 1
C -1.32 -0.26 -0.31
C -0.29 0.15 0.40
O 2.33 -0.65 1.13
O 1.39 -1.45 -1.11
F 0.36 2.57 -0.19
P 1.19 -0.70 0.15
H -2.24 0.33 -0.03
H -1.44 -1.01 -1.07
H 0.02 1.01 1.04
*
```

No. 3
C3H4NO3 | ωB97M-V with the def2-TZVPD basis set

Summary:
- HOMO energy (spin up / spin down) (eV) = 0.11 / -3.20
- max |F| (eV/A) = 5.2
- LUMO level (spin up / spin down) (eV) = 4.26 / 3.66
- HOMO-LUMO gap (spin up / spin down) (hartree) = 0.15250 / 0.25199
- energy relative to the best compared isomer or geometry (same formula, charge and spin) (kcal/mol) = 98.9
- E_tot (Eh) = -396.94872

```
! RIJCOSX wB97M-V def2-TZVPD def2/J DEFGRID3
* xyz -1 3
C -0.48 -1.01 -0.31
C -1.74 -0.91 -0.11
C 0.34 0.15 -0.88
N -1.72 1.39 -0.60
O -1.81 1.79 0.84
O -0.34 1.40 -0.86
O -2.89 -1.28 0.17
H 0.10 -1.97 0.08
H 1.22 0.40 -0.37
H 0.65 -0.04 -2.02
H -2.52 1.35 1.19
*
```

No. 4
C25H18BrN2O3W | ωB97M-V with the def2-TZVPD basis set

Summary:
- HOMO energy (spin up / spin down) (eV) = -11.04 / -11.47
- max |F| (eV/A) = 1.2
- LUMO level (spin up / spin down) (eV) = -4.24 / -4.20
- HOMO-LUMO gap (spin up / spin down) (hartree) = 0.25005 / 0.26710
- energy relative to the best compared isomer or geometry (same formula, charge and spin) (kcal/mol) = 12.2
- E_tot (Eh) = -3939.53630

```
! RIJCOSX wB97M-V def2-TZVPD def2/J DEFGRID3
* xyz 1 3
W 0.31 0.18 0.04
C 4.48 -0.50 0.85
O 5.03 0.66 0.23
C 4.29 1.52 -0.48
C 5.03 2.49 -1.18
C 4.43 3.45 -1.97
C 3.05 3.49 -2.09
C 2.28 2.56 -1.39
C 0.84 2.79 -1.40
N 0.08 2.43 -0.42
N -1.27 2.80 -0.61
C -2.03 1.78 -0.55
O -1.48 0.54 -0.37
C -3.49 1.83 -0.69
C -4.11 3.08 -0.79
C -5.49 3.14 -0.92
C -6.24 1.96 -0.94
C -5.61 0.73 -0.84
C -4.23 0.66 -0.71
C 2.90 1.56 -0.62
O 2.12 0.62 0.01
H 5.33 -1.03 1.26
H 3.98 -1.14 0.12
H 3.79 -0.24 1.65
H 6.10 2.44 -1.08
H 5.05 4.16 -2.50
H 2.56 4.24 -2.69
H 0.45 3.36 -2.24
H -3.52 3.98 -0.77
H -5.98 4.10 -1.00
H -7.31 2.02 -1.04
H -6.20 -0.18 -0.86
H -3.74 -0.30 -0.63
Br 0.59 -0.21 2.79
C 0.25 -2.09 2.66
C 0.27 -2.80 3.82
C 0.03 -4.19 3.76
C -0.19 -4.80 2.56
C -0.20 -4.05 1.36
C -0.40 -4.69 0.11
C -0.39 -3.98 -1.05
C -0.20 -2.58 -1.02
C -0.01 -1.90 0.17
C 0.01 -2.65 1.39
H 0.45 -2.32 4.77
H 0.04 -4.77 4.68
H -0.36 -5.86 2.51
H -0.55 -5.76 0.10
H -0.54 -4.48 -2.00
H -0.22 -2.04 -1.96
*
```

No. 5
C6H16N2O | ωB97M-V with the def2-TZVPD basis set

Summary:
- HOMO energy (spin up / spin down) (eV) = -7.94 / -6.56
- max |F| (eV/A) = 1.7
- LUMO level (spin up / spin down) (eV) = 0.88 / 0.40
- HOMO-LUMO gap (spin up / spin down) (hartree) = 0.32420 / 0.25564
- energy relative to the best compared isomer or geometry (same formula, charge and spin) (kcal/mol) = 171.7
- E_tot (Eh) = -422.71316

```
! RIJCOSX wB97M-V def2-TZVPD def2/J DEFGRID3
* xyz 0 1
C 0.12 -0.40 -0.17
C 2.40 -0.96 0.06
C -1.45 2.19 -0.93
C -2.46 1.06 0.92
C -0.53 -1.64 0.33
C 2.63 -1.54 -1.29
N 0.59 0.62 0.52
N -1.70 0.93 -0.29
O 0.41 0.45 1.88
H 0.76 1.28 2.24
H 0.23 -0.26 -1.23
H 2.21 -1.62 0.89
H 2.97 -0.07 0.32
H -1.97 1.71 1.68
H -2.37 2.58 -1.39
H -0.72 2.07 -1.73
H -1.08 2.98 -0.25
H -2.63 0.09 1.38
H -3.45 1.51 0.73
H -1.55 -1.68 -0.07
H 0.01 -2.52 -0.03
H -0.57 -1.67 1.42
H 2.58 -0.78 -2.08
H 3.64 -1.99 -1.37
H 1.92 -2.33 -1.54
*
```

No. 6
C5H12N2O | ωB97M-V with the def2-TZVPD basis set

Summary:
- HOMO energy (eV) = -8.78
- max |F| (eV/A) = 1.6
- LUMO level (eV) = 0.93
- HOMO-LUMO gap (hartree) = 0.35682
- structure (SMILES) = NCCNCCC=O
- energy relative to the best compared isomer or geometry (same formula, charge and spin) (kcal/mol) = 51.4
- E_tot (Eh) = -382.42061

```
! RIJCOSX wB97M-V def2-TZVPD def2/J DEFGRID3
* xyz 0 1
N -1.96 0.10 -1.85
C -2.33 0.22 -0.38
C -1.45 -0.60 0.62
N -0.01 -0.64 0.38
C 0.77 0.41 1.05
C 2.25 0.25 0.75
C 2.66 -0.06 -0.68
O 2.00 0.06 -1.67
H -0.98 0.32 -1.99
H -2.06 -0.90 -2.01
H -2.39 1.27 -0.11
H -3.32 -0.23 -0.46
H -1.54 -0.27 1.66
H -1.85 -1.61 0.64
H 0.19 -0.52 -0.59
H 0.52 0.36 2.11
H 0.39 1.42 0.78
H 2.71 1.22 0.96
H 2.66 -0.46 1.46
H 3.73 -0.35 -0.68
*
```

No. 7
C7H17NO3Si | ωB97M-V with the def2-TZVPD basis set

Summary:
- HOMO energy (eV) = -9.81
- max |F| (eV/A) = 6.2
- LUMO level (eV) = -1.24
- HOMO-LUMO gap (hartree) = 0.31488
- energy relative to the best compared isomer or geometry (same formula, charge and spin) (kcal/mol) = 58.5
- E_tot (Eh) = -846.70319

```
! RIJCOSX wB97M-V def2-TZVPD def2/J DEFGRID3
* xyz 0 1
C -3.40 -0.27 1.05
C -1.27 -0.67 2.31
C 1.25 2.07 -0.47
C 1.80 0.06 -2.84
C 2.87 -0.53 0.03
C -1.89 -0.09 0.98
C -1.45 -0.93 -0.21
N -1.66 -0.50 -1.54
O -1.67 -1.24 -2.50
O -1.74 0.72 -1.62
O 0.47 -0.95 -0.33
Si 1.43 0.20 -0.97
H -3.76 -0.32 0.06
H -3.97 0.68 1.53
H -3.59 -1.14 1.55
H -1.23 -1.64 2.15
H -0.28 -0.38 2.37
H -1.88 -0.27 3.06
H 1.07 2.61 -1.35
H 0.40 2.09 0.24
H 2.11 2.32 0.01
H 1.28 0.76 -3.31
H 2.83 -0.01 -3.00
H 1.36 -0.99 -3.22
H 3.86 -0.59 -0.54
H 3.20 0.13 0.85
H 2.70 -1.57 0.47
H -1.51 0.86 0.67
H -1.52 -2.03 0.08
*
```

No. 8
Cl3O3P | ωB97M-V with the def2-TZVPD basis set

Summary:
- HOMO energy (eV) = -11.43
- max |F| (eV/A) = 2.3
- LUMO level (eV) = -0.95
- HOMO-LUMO gap (hartree) = 0.38492
- energy relative to the best compared isomer or geometry (same formula, charge and spin) (kcal/mol) = 7.5
- E_tot (Eh) = -1947.62282

```
! RIJCOSX wB97M-V def2-TZVPD def2/J DEFGRID3
* xyz 0 1
O -0.07 -0.11 -1.53
O -0.99 0.35 0.79
O 1.23 -0.77 0.70
P 0.30 0.28 -0.18
Cl -2.48 0.51 0.02
Cl 0.61 -2.23 0.29
Cl 1.40 1.96 -0.08
*
```